No. 1
{"formula": "C5H6O2", "method": "ωB97M-V with the def2-TZVPD basis set", "symbols": ["C", "C", "O", "C", "O", "C", "C", "H", "H", "H", "H", "H", "H"], "positions_angstrom": [[1.8048, 0.3962, 0.6947], [0.4122, -0.1650, 0.8439], [-0.5388, 1.0046, 0.6948], [-1.3871, 0.6992, -0.3070], [-2.2854, 1.3556, -0.7415], [-0.8257, -0.6153, -0.6198], [0.1234, -1.3056, -0.1670], [1.9435, 1.2207, 1.3997], [2.5387, -0.3885, 0.8920], [1.9512, 0.7704, -0.3226], [0.2089, -0.5475, 1.8454], [-2.1905, -1.3888, -1.8566], [-1.7553, -1.0359, -2.3562]], "forces_ev_per_a": [[0.034, -0.003, 0.000], [0.314, 0.110, 0.337], [-0.112, 0.088, -0.046], [-0.282, 0.216, -0.126], [0.452, -0.332, 0.216], [0.233, -0.312, 0.029], [-0.439, 0.270, -0.222], [-0.017, -0.097, -0.079], [-0.098, 0.112, -0.019], [-0.020, -0.055, 0.135], [0.030, 0.033, -0.118], [-0.086, -0.047, -0.014], [-0.009, 0.017, -0.092]], "spin_multiplicity": 1, "gap_ev": 10.1, "e_homo_ev": -10.48, "energy_ha": -344.39986, "lumo_ev": -0.41}

No. 2
{"formula": "C5H6O2", "method": "ωB97M-V with the def2-TZVPD basis set", "symbols": ["C", "C", "C", "C", "C", "H", "H", "H", "H", "H", "H", "O", "O"], "positions_angstrom": [[-2.3857, 0.0151, -0.0423], [-1.0032, -0.0061, 0.0639], [1.0330, -1.0365, 0.3230], [1.1170, 1.1838, -0.0317], [-0.1987, 1.1739, 0.1127], [-2.9675, -0.8205, -0.0869], [-2.9526, 0.9857, -0.0851], [1.0319, -0.4260, 1.3975], [1.3151, -2.1773, 0.4013], [1.9337, 2.0749, 0.2603], [-0.7607, 2.1377, 0.1693], [-0.3168, -1.1183, -0.1916], [1.6951, -0.1012, -0.3846]], "forces_ev_per_a": [[2.942, 3.299, 0.575], [-3.631, 0.333, -1.845], [-1.698, -0.585, 3.768], [2.906, 0.262, -0.069], [-0.697, 3.085, 0.296], [-1.148, -2.341, -0.246], [0.979, -1.025, 0.280], [-0.547, -2.828, -1.648], [0.402, 2.689, -0.657], [-2.503, -2.645, -1.409], [0.724, -0.868, 0.525], [0.725, -1.511, 1.044], [1.546, 2.134, -0.616]], "spin_multiplicity": 1, "gap_ev": 9.1, "e_homo_ev": -8.47, "energy_ha": -344.47461, "lumo_ev": 0.65, "smiles": "C=C1C=COCO1"}

No. 3
{"formula": "C5H6O2", "method": "ωB97M-V with the def2-TZVPD basis set", "symbols": ["C", "C", "C", "C", "C", "O", "O", "H", "H", "H", "H", "H", "H"], "positions_angstrom": [[0.2318, 0.4093, -0.3732], [-1.1264, -0.3421, 0.0087], [0.4558, -0.7603, 0.4070], [0.7522, 1.7924, -0.2454], [-0.3588, -2.0328, 0.1120], [-0.7407, 0.0767, -1.3116], [-0.5149, -2.8610, 1.0120], [-1.8046, 0.2420, 0.6149], [0.8286, -0.6494, 1.4208], [-0.3967, -2.2902, -0.9600], [1.1898, 1.9533, 0.7390], [1.5301, 1.9506, -0.9959], [-0.0463, 2.5114, -0.4282]], "forces_ev_per_a": [[-0.464, -0.644, -0.054], [0.080, 0.519, 0.238], [-0.729, -0.426, -0.562], [-0.210, 0.034, 0.128], [1.667, -0.295, 0.279], [0.416, -0.105, 0.128], [-0.389, 0.432, -0.231], [0.066, 0.179, -0.044], [-0.036, 0.045, -0.024], [-0.366, 0.334, 0.100], [-0.028, 0.008, -0.013], [-0.042, -0.066, 0.023], [0.036, -0.014, 0.032]], "spin_multiplicity": 1, "gap_ev": 9.0, "e_homo_ev": -8.34, "energy_ha": -344.42246, "lumo_ev": 0.64}

No. 4
{"formula": "C5H6O2", "method": "ωB97M-V with the def2-TZVPD basis set", "symbols": ["O", "C", "C", "C", "C", "C", "O", "H", "H", "H", "H", "H", "H"], "positions_angstrom": [[2.1976, 1.7584, 0.2853], [2.3232, 0.3523, 0.3734], [0.9950, -0.2788, 0.4043], [-0.1703, -0.5817, 0.4772], [-1.6179, -0.7840, 0.4149], [-2.1323, -0.1042, -0.8500], [-3.0527, 0.6709, -0.8637], [1.4975, 2.0152, 0.8995], [2.9013, 0.0534, 1.2606], [2.8861, 0.0343, -0.5096], [-2.1239, -0.3415, 1.2788], [-1.8770, -1.8507, 0.3814], [-1.5684, -0.3611, -1.7708]], "forces_ev_per_a": [[-0.064, 0.156, 0.181], [0.063, -0.340, -0.030], [-0.508, -0.040, 0.062], [0.512, 0.144, -0.049], [-0.065, 0.036, 0.063], [-0.292, 0.180, -0.014], [0.365, -0.355, 0.013], [0.152, 0.082, -0.126], [-0.115, 0.041, -0.137], [-0.103, 0.000, 0.132], [0.073, -0.078, -0.112], [0.090, 0.133, -0.057], [-0.107, 0.042, 0.075]], "spin_multiplicity": 1, "gap_ev": 10.7, "e_homo_ev": -9.90, "energy_ha": -344.51243, "lumo_ev": 0.76, "smiles": "O=CCC#CCO"}

No. 5
{"formula": "C5H6O2", "method": "ωB97M-V with the def2-TZVPD basis set", "symbols": ["C", "C", "C", "C", "C", "O", "O", "H", "H", "H", "H", "H", "H"], "positions_angstrom": [[-0.5832, 1.3052, -0.3839], [-1.8946, -1.7351, -2.7574], [0.0561, 0.4423, 0.3422], [1.5626, 0.5781, 0.3648], [-0.6210, -0.6074, 1.2215], [-0.9996, 2.1336, -1.1391], [-0.9249, -1.9692, -3.2892], [1.9278, 1.5484, 0.9623], [1.8781, 0.7945, -0.6295], [2.0022, -0.2078, 0.8945], [-0.2143, -1.5142, 1.0008], [-1.6190, -0.5481, 1.1214], [-0.5703, -0.2202, 2.2917]], "forces_ev_per_a": [[-0.745, 2.225, -2.329], [0.665, -0.142, -0.335], [-0.126, -0.709, 0.915], [-0.459, 3.967, 1.232], [1.930, 4.452, 1.834], [0.544, -1.871, 1.788], [-0.653, 0.162, 0.357], [-0.940, -1.883, -0.991], [0.884, -0.524, -0.691], [0.810, -1.503, 0.171], [0.945, -2.676, 0.011], [-3.636, -0.385, -1.036], [0.780, -1.113, -0.924]], "spin_multiplicity": 1, "gap_ev": 9.2, "e_homo_ev": -8.49, "energy_ha": -344.52617, "lumo_ev": 0.76}

No. 6
{"formula": "C5H6O2", "method": "ωB97M-V with the def2-TZVPD basis set", "symbols": ["C", "C", "O", "C", "O", "C", "C", "H", "H", "H", "H", "H", "H"], "positions_angstrom": [[-1.7822, -0.2306, -0.2704], [-0.4569, -0.0534, 0.4519], [0.3509, -1.2256, 0.3599], [1.6421, -0.8834, 0.0700], [2.5312, -1.6886, 0.0267], [1.6755, 0.5858, -0.1811], [0.4366, 1.0502, -0.0363], [-2.3212, -1.0852, 0.1473], [-2.3996, 0.6631, -0.1256], [-1.6446, -0.3916, -1.3434], [-0.6567, 0.1297, 1.5195], [2.6009, 1.0902, -0.4365], [0.0240, 2.0393, -0.1820]], "forces_ev_per_a": [[0.011, -0.030, -0.023], [-0.151, 0.122, -0.036], [0.084, -0.082, 0.128], [0.277, -0.173, -0.008], [-0.360, 0.354, 0.003], [-0.196, 0.003, -0.057], [0.062, -0.173, 0.094], [0.087, 0.105, -0.071], [0.110, -0.123, -0.030], [0.064, 0.015, 0.142], [-0.004, -0.082, -0.123], [-0.295, -0.041, -0.057], [0.312, 0.106, 0.039]], "spin_multiplicity": 1, "gap_ev": 11.0, "e_homo_ev": -10.42, "energy_ha": -344.59963, "lumo_ev": 0.54, "smiles": "C[C@@H]1C=CC(=O)O1"}

No. 7
{"formula": "C5H6O2", "method": "ωB97M-V with the def2-TZVPD basis set", "symbols": ["C", "C", "O", "C", "O", "C", "C", "H", "H", "H", "H", "H", "H"], "positions_angstrom": [[-0.1229, 1.5176, 0.9058], [-0.1282, 0.1039, 0.4225], [-1.0687, 0.1034, -0.6209], [-1.7508, -1.0135, -0.8264], [-1.1758, -1.9479, -0.1685], [1.1455, -0.8718, -0.5449], [2.3434, -0.9300, -0.7547], [-0.1593, 2.2326, 0.0785], [0.8000, 1.6520, 1.4684], [-0.9753, 1.7053, 1.5765], [-0.1019, -0.6496, 1.2047], [-2.1970, -1.0425, -1.8263], [3.3911, -0.8596, -0.9147]], "forces_ev_per_a": [[1.584, 0.335, -0.162], [1.743, -2.394, -2.723], [-2.770, 2.095, 0.276], [6.519, -3.612, 2.190], [-4.533, 0.710, -2.428], [0.032, 3.189, 2.344], [-0.878, 0.265, 0.203], [0.066, -0.156, 0.190], [-0.039, 0.364, 0.158], [0.195, -0.402, -0.275], [-1.124, 0.175, -0.129], [-0.897, -0.135, 0.622], [0.101, -0.433, -0.267]], "spin_multiplicity": 1, "gap_ev": 10.4, "e_homo_ev": -9.83, "energy_ha": -344.40180, "lumo_ev": 0.61, "smiles": "C#C[C@@H](C)OC=O"}

No. 8
{"formula": "C5H6O2", "method": "ωB97M-V with the def2-TZVPD basis set", "symbols": ["O", "C", "C", "C", "O", "C", "C", "H", "H", "H", "H", "H", "H"], "positions_angstrom": [[1.1507, -1.7350, -0.4467], [1.2806, -0.4517, 0.0965], [0.1361, 0.5485, -0.3189], [-0.8249, -0.0818, -1.3292], [-1.4491, -1.0856, -1.0869], [-0.6456, 0.9393, 0.8577], [-1.2778, 1.1887, 1.8508], [0.2718, -2.0673, -0.2121], [1.3207, -0.4746, 1.1934], [2.2365, -0.0663, -0.2661], [0.5814, 1.4422, -0.7728], [-0.9420, 0.4391, -2.2991], [-1.8383, 1.4044, 2.7332]], "forces_ev_per_a": [[-0.157, -0.151, 0.063], [0.184, 0.239, 0.115], [0.003, 0.021, 0.066], [-0.298, -0.354, 0.086], [0.275, 0.479, -0.155], [-0.279, 0.121, 0.456], [0.249, -0.074, -0.389], [0.132, -0.050, -0.106], [-0.006, -0.010, -0.177], [-0.134, -0.011, 0.018], [-0.091, -0.136, 0.089], [0.040, -0.071, 0.086], [0.082, -0.004, -0.150]], "spin_multiplicity": 1, "gap_ev": 10.6, "e_homo_ev": -9.96, "energy_ha": -344.50240, "lumo_ev": 0.64, "smiles": "C#C[C@H](C=O)CO"}

No. 9
{"formula": "C5H6O2", "method": "ωB97M-V with the def2-TZVPD basis set", "symbols": ["C", "C", "O", "C", "O", "C", "C", "H", "H", "H", "H", "H", "H"], "positions_angstrom": [[-1.7278, -0.2228, -0.3315], [-0.5015, 0.0613, 0.5475], [0.3108, -1.1543, 0.6630], [1.5736, -0.9354, 0.1621], [2.4293, -1.7719, 0.0530], [1.6473, 0.4933, -0.2148], [0.4714, 1.0600, 0.0020], [-2.0072, -1.2611, -0.1478], [-2.5953, 0.4058, -0.0895], [-1.4983, -0.0928, -1.3935], [-0.8538, 0.4001, 1.5358], [2.5538, 0.9243, -0.6170], [0.1978, 2.0936, -0.1693]], "forces_ev_per_a": [[0.121, -0.099, -0.014], [0.209, -0.171, -0.043], [-0.237, 0.349, -0.056], [0.075, 0.076, -0.055], [-0.733, 0.183, 0.285], [0.123, 0.139, -0.118], [-0.088, 0.189, -0.064], [-0.097, 0.071, -0.104], [0.389, -0.025, 0.060], [0.012, -0.137, 0.149], [0.340, -0.506, -0.061], [-0.130, -0.002, 0.056], [0.017, -0.070, -0.035]], "spin_multiplicity": 1, "gap_ev": 11.0, "e_homo_ev": -10.43, "energy_ha": -344.59698, "lumo_ev": 0.61, "smiles": "C[C@@H]1C=CC(=O)O1"}

No. 10
{"formula": "C5H6O2", "method": "ωB97M-V with the def2-TZVPD basis set", "symbols": ["C", "C", "C", "C", "C", "O", "O", "H", "H", "H", "H", "H", "H"], "positions_angstrom": [[-2.7613, -0.6678, -0.3608], [-1.4030, -0.3958, 0.0034], [-0.2970, -1.1087, -0.2370], [1.1189, -0.7262, 0.0016], [1.4197, 0.6914, -0.3403], [-3.6942, 0.0383, -0.0284], [1.9443, -1.4937, 0.4467], [-3.0188, -1.6014, -0.9262], [-1.4594, 0.3216, 0.7776], [-0.3440, -2.1204, -0.7145], [1.8430, 1.2047, 0.5605], [0.4894, 1.2536, -0.6659], [2.1743, 0.8150, -1.1741]], "forces_ev_per_a": [[-2.322, -1.540, -0.672], [1.037, -0.623, 0.914], [-0.665, -1.726, -1.010], [0.185, 0.168, 0.804], [0.194, 2.205, -0.620], [0.779, -0.008, -0.066], [-0.421, 0.078, -0.357], [0.498, 0.355, 0.009], [0.779, 1.656, 0.271], [-0.293, 0.997, 0.035], [-0.243, -0.444, -0.721], [1.192, -0.690, 0.451], [-0.720, -0.427, 0.963]], "spin_multiplicity": 1, "gap_ev": 9.2, "e_homo_ev": -10.14, "energy_ha": -344.54072, "lumo_ev": -0.98, "smiles": "CC(=O)/C=C/C=O"}